# 1
Entry from OMol25: one molecule with the formula C5H7NO2 (ωB97M-V/def2-TZVPD).

Atoms and positions in Å:
N 1.36697 1.13285 1.04945
C 1.09097 0.24335 -0.00620
C 0.68733 -1.13312 0.07414
C -0.30321 -0.26684 -0.57287
C -1.96456 0.05528 -0.02085
O -2.54302 0.97855 -0.39110
O -2.46374 -0.93262 0.72888
C 0.61631 0.59454 -1.38739
H 1.82953 0.63202 1.75793
H 0.89357 2.03187 1.18605
H 0.43153 -1.42677 1.09029
H 1.11739 -1.98391 -0.38122
H -2.15980 -1.81828 0.56410
H 1.10490 0.23896 -2.28580
H 0.29584 1.65410 -1.40540

Properties
SMILES: N[C@]12C[C@@]1(C(=O)O)C2
Lowest unoccupied orbital energy (eV): 0.667
Multiplicity: 1
Relative energy (zero: lowest compared OMol25 entry of this formula, charge and spin) (kJ/mol): 329.7

***

# 2
Entry from OMol25: one molecule with the formula C6H9FO2S (ωB97M-V/def2-TZVPD).

Atoms and positions in Å:
C -1.85021 0.59959 0.59677
C 0.49728 1.25977 -0.12603
C -0.49374 -2.16055 -2.08557
C 0.99458 0.16020 -0.96014
C -0.55533 0.78618 0.90554
C 1.80865 -0.94630 -0.24239
O -2.73316 0.22511 1.67476
O 0.02072 0.45986 2.14353
F -0.12587 2.28631 -0.74809
S -0.57675 -0.59854 -1.82475
H -2.28262 1.31965 -0.13731
H 1.32595 1.67418 0.49211
H 0.44428 -2.76261 -1.90662
H 1.62873 0.42147 -1.82379
H 2.21073 -1.62657 -0.98821
H 1.30652 -1.39681 0.61488
H 2.69297 -0.48154 0.21235
H -3.73211 0.03981 1.36903
H -0.58062 0.74079 2.83392

Properties
Lowest unoccupied orbital energy (eV): 0.340
Multiplicity: 1
Relative energy (zero: lowest compared OMol25 entry of this formula, charge and spin) (kJ/mol): 192.0

***

# 3
Entry from OMol25: a 2-piece molecular cluster, HNO overall (ωB97M-V/def2-TZVPD).

Atoms and positions in Å:
N -0.13373 -0.53827 -0.00908
O -0.93893 0.36342 -0.00357
H 1.07266 0.17485 0.01265

Properties
Lowest unoccupied orbital energy (eV): -0.545
Multiplicity: 1
Relative energy (zero: lowest compared OMol25 entry of this formula, charge and spin) (kJ/mol): 93.6

***

# 4
Entry from OMol25: a 4-piece molecular cluster, C3H13NO3 overall (ωB97M-V/def2-TZVPD).

Atoms and positions in Å:
C 0.60960 1.23938 3.17841
C 0.19666 0.48352 1.92246
C 0.96659 -0.37753 1.23903
N 0.45276 -1.19589 0.21188
H -0.31072 1.75678 3.50129
H 1.01445 0.46675 3.84457
H 1.35881 2.01903 3.01978
H -0.86099 0.26216 1.94216
H 1.85746 -0.75495 1.73654
H 0.54435 -2.18062 0.41000
H -0.42212 -0.87239 -0.17961
O -2.33396 -1.51188 -1.51756
H -2.29546 -0.98437 -2.31772
H -2.98282 -1.26939 -0.85797
O 1.69357 0.55274 -2.12924
H 1.43207 -0.26863 -1.71457
H 2.09796 1.14790 -1.50776
O -1.34979 0.51611 -3.34830
H -1.23554 0.68242 -4.28949
H -0.43287 0.28886 -3.14391

Properties
SMILES: C/C=C/N.O.O.O
Lowest unoccupied orbital energy (eV): 0.873
Multiplicity: 1
Relative energy (zero: lowest compared OMol25 entry of this formula, charge and spin) (kJ/mol): 135.2